# 1
ORCA calculation (ωB97M-V with the def2-TZVPD basis set) on a structure of composition C35H57O3PSi2Zn at a distorted geometry.

Computed properties:
- HOMO-LUMO gap (eV) = 6.6
- E (a.u.) = -4293.08937
- strongest force on any atom (eV Å⁻¹) = 3.24
- lowest unoccupied orbital energy (eV) = 0.20
- highest occupied orbital energy (eV) = -6.4

Last column: Mulliken charge in e.
Positions of all 99 atoms, in Å:
O 3.104 0.148 -0.956  -1.19
O 4.354 -4.596 1.065  -0.41
C 3.788 0.068 -2.272  -0.29
C 4.160 1.487 -2.578  -1.17
H 3.067 -0.313 -3.003  0.21
H 4.650 -0.619 -2.226  0.44
H 3.273 2.144 -2.601  0.24
H 4.726 1.488 -3.506  0.44
H 4.832 1.873 -1.798  0.27
C 3.836 -0.117 0.244  0.94
C 5.190 -0.785 0.135  -1.57
H 3.141 -0.669 0.914  -0.19
H 3.901 0.910 0.625  -0.23
H 5.065 -1.860 -0.006  0.32
H 5.645 -0.664 1.132  0.41
H 5.806 -0.344 -0.648  0.48
C 3.243 -4.285 1.907  0.38
C 3.936 -5.264 -0.161  0.16
C 3.797 -3.615 3.141  -1.24
H 2.709 -5.191 2.186  0.45
H 2.574 -3.605 1.361  -0.27
H 4.667 -4.135 3.584  0.32
H 3.023 -3.588 3.908  0.40
H 4.059 -2.574 2.945  0.18
C 5.138 -5.881 -0.836  -1.35
H 3.468 -4.504 -0.785  -0.06
H 3.205 -6.033 0.074  0.44
H 5.893 -5.129 -1.085  0.30
H 4.791 -6.341 -1.774  0.39
H 5.598 -6.668 -0.222  0.31
H 1.572 -1.077 -1.250  -1.26
Zn 0.299 0.236 -0.637  0.68
C 0.973 -1.922 -1.582  2.33
Si -0.404 -3.037 -1.890  0.13
H 1.286 -1.912 -2.632  0.02
H 1.517 -2.686 -0.991  -0.32
C 0.410 -4.226 -3.109  -1.27
C -1.995 -2.530 -2.673  -0.93
C -0.805 -3.960 -0.313  -0.87
C 0.847 1.918 -0.018  -0.35
Si 1.070 2.060 1.876  0.89
H 0.072 2.659 -0.343  0.16
H 1.785 2.238 -0.479  0.60
C 2.774 2.754 2.265  -1.26
C 0.856 0.402 2.747  -1.08
C -0.199 3.265 2.550  -1.10
H 0.059 -4.035 0.366  0.18
H -1.149 -4.978 -0.546  0.37
H -1.625 -3.447 0.210  0.24
H 0.760 -3.691 -4.003  0.38
H -0.289 -4.984 -3.464  0.38
H 1.273 -4.754 -2.691  0.27
H -1.854 -1.687 -3.357  0.30
H -2.738 -2.263 -1.916  0.19
H -2.403 -3.372 -3.254  0.45
H 1.534 0.371 3.613  0.43
H 1.086 -0.469 2.119  0.08
H -0.170 0.283 3.119  0.38
H 0.289 3.853 3.343  0.55
H -1.079 2.759 2.964  0.30
H -0.535 3.944 1.754  0.17
H 2.695 3.408 3.147  0.39
H 3.132 3.351 1.416  0.34
H 3.515 1.969 2.468  0.27
O -2.775 -0.064 -1.053  -0.41
C -1.918 0.768 -1.112  0.26
C -2.012 2.150 -1.577  0.05
C -1.464 2.432 -2.831  -0.62
C -1.182 3.742 -3.191  -0.73
C -1.475 4.776 -2.308  -0.73
C -2.088 4.521 -1.083  -0.76
C -2.393 3.206 -0.703  0.73
P -3.224 3.056 0.970  -0.11
C -4.849 3.711 0.499  -0.06
C -5.326 4.875 1.136  -0.17
C -6.564 5.394 0.770  -0.56
C -7.320 4.773 -0.230  -0.44
C -6.839 3.626 -0.867  -0.65
C -5.601 3.093 -0.512  0.06
C -3.674 1.371 1.588  0.48
C -4.973 1.085 2.036  -0.77
C -5.266 -0.165 2.586  -0.61
C -4.254 -1.119 2.743  -0.86
C -2.941 -0.814 2.354  -0.40
C -2.654 0.429 1.803  -0.23
H -1.233 1.609 -3.485  0.56
H -0.728 3.952 -4.153  0.40
H -1.240 5.807 -2.568  0.40
H -2.344 5.351 -0.406  0.36
H -4.713 5.345 1.910  0.34
H -6.935 6.291 1.269  0.38
H -8.285 5.188 -0.515  0.36
H -7.424 3.143 -1.651  0.39
H -5.217 2.200 -1.009  0.35
H -5.765 1.829 1.936  0.38
H -6.278 -0.392 2.895  0.41
H -4.474 -2.093 3.170  0.39
H -2.141 -1.539 2.473  0.56
H -1.624 0.689 1.545  0.07

***

# 2
ORCA calculation (ωB97M-V with the def2-TZVPD basis set) on a structure of composition C35H58BiOP2 at a distorted geometry.

Computed properties:
- HOMO-LUMO gap (spin up / spin down) (eV) = 4.5 / 4.4
- E (a.u.) = -2340.55310
- strongest force on any atom (eV Å⁻¹) = 3.47
- lowest unoccupied orbital energy (spin up / spin down) (eV) = -4.43 / -4.43
- highest occupied orbital energy (spin up / spin down) (eV) = -8.9 / -8.8
- relative energy (zero: lowest compared OMol25 entry of this formula, charge and spin) (kJ/mol) = 8.3
- net charge = +1

Last column: Mulliken charge in e.
Positions of all 97 atoms, in Å:
Bi -0.951 -0.236 -2.590  0.81
C -0.524 -3.391 1.555  -0.11
C 0.787 -3.697 1.101  1.15
C 0.963 -2.069 2.709  0.65
C -0.413 -2.375 2.546  0.53
C 1.708 -2.883 1.810  -0.37
C -1.768 -4.044 1.099  -1.49
H -1.763 -4.217 0.013  0.16
H -2.642 -3.432 1.348  0.38
H -1.902 -5.024 1.585  0.28
C -1.514 -1.728 3.284  -0.67
H -2.484 -2.163 3.024  0.39
H -1.547 -0.652 3.052  0.07
H -1.376 -1.819 4.373  0.16
C 1.499 -1.062 3.643  -0.44
H 1.182 -1.264 4.678  0.21
H 1.121 -0.061 3.380  -0.03
H 2.593 -1.031 3.619  0.46
C 3.176 -2.901 1.662  -1.56
H 3.638 -3.657 2.317  0.25
H 3.607 -1.928 1.927  0.38
H 3.468 -3.141 0.631  0.31
C 1.146 -4.711 0.085  -1.56
H 1.463 -5.652 0.560  0.31
H 1.980 -4.369 -0.544  0.32
H 0.291 -4.944 -0.563  0.35
C -1.588 0.505 -4.507  -0.34
C -2.096 -0.865 -5.035  -0.32
C -1.081 -1.752 -5.791  -0.84
C 0.375 -1.557 -5.338  -1.23
C 0.583 -1.114 -3.882  -0.23
C 1.497 0.136 -3.812  0.17
C 0.971 1.301 -4.723  -1.02
C -0.494 1.291 -5.251  -1.29
H -1.181 -1.534 -6.869  0.33
H 0.851 -0.853 -6.038  0.43
H -1.375 -2.817 -5.727  0.38
H -0.502 0.996 -6.309  0.42
H -2.438 1.161 -4.275  0.71
H -2.881 -0.573 -5.762  0.48
H -0.813 2.349 -5.275  0.34
H 1.109 2.261 -4.201  0.51
H 2.453 -0.226 -4.253  0.64
H 1.645 1.384 -5.597  0.25
H 0.920 -2.511 -5.444  0.55
H 0.936 -1.951 -3.257  0.93
P -3.467 -1.968 -4.133  0.06
C -4.104 -0.741 -2.911  -0.86
C -2.449 -2.897 -2.885  -0.95
P 3.655 0.695 -1.602  0.24
C 1.850 0.650 -2.374  -1.52
C 4.322 -0.862 -2.328  -0.98
C 4.413 1.946 -2.702  -1.24
H -3.390 -0.009 -2.482  0.21
H -4.558 -1.303 -2.080  0.36
H -4.907 -0.188 -3.413  0.37
H -1.637 -3.472 -3.354  0.40
H -3.169 -3.604 -2.424  0.47
H -2.069 -2.263 -2.051  0.12
H 4.092 1.860 -3.745  0.34
H 5.495 1.809 -2.614  0.42
H 4.141 2.929 -2.302  0.32
H 1.552 1.705 -2.271  0.53
H 1.331 0.061 -1.604  0.15
H 4.894 -1.311 -1.509  0.38
H 5.004 -0.672 -3.163  0.33
H 3.523 -1.557 -2.609  0.21
C 1.128 3.671 0.996  -1.56
C -0.313 4.128 1.245  0.65
C -1.268 3.444 0.267  -1.26
C -0.778 3.948 2.690  0.21
C -1.422 4.971 3.346  -0.78
C -1.916 4.820 4.648  -1.09
C -1.744 3.604 5.321  -0.31
C -1.104 2.537 4.723  0.14
C -0.861 1.227 5.471  2.50
C 0.356 1.338 6.395  -1.51
C -2.091 0.757 6.251  -1.71
C -0.632 2.659 3.350  0.62
O -0.147 1.656 2.741  -0.51
H 1.204 2.587 1.157  0.15
H 1.810 4.171 1.687  0.39
H 1.434 3.908 -0.027  0.49
H -0.351 5.214 1.059  0.48
H -0.999 3.680 -0.770  0.41
H -2.288 3.785 0.436  0.42
H -1.232 2.358 0.407  0.12
H -1.542 5.926 2.824  0.37
H -2.425 5.649 5.135  0.38
H -2.121 3.487 6.343  0.32
H -0.632 0.484 4.696  -1.45
H 0.151 2.056 7.202  0.39
H 0.587 0.362 6.838  0.42
H 1.233 1.683 5.831  0.33
H -2.978 0.748 5.603  0.37
H -1.927 -0.263 6.622  0.43
H -2.280 1.417 7.109  0.44

***

# 3
ORCA calculation (ωB97M-V with the def2-TZVPD basis set) on a cluster of 3 separate species, C35H58ClF14IN6O10PS in total at a distorted geometry.

Computed properties:
- HOMO-LUMO gap (eV) = 6.1
- E (a.u.) = -5344.53021
- strongest force on any atom (eV Å⁻¹) = 1.41
- lowest unoccupied orbital energy (eV) = -3.82
- highest occupied orbital energy (eV) = -9.9
- net charge = +1

Last column: Mulliken charge in e.
Positions of all 127 atoms, in Å:
C 5.543 -2.035 3.900  -1.13
C 6.433 -2.100 2.650  -0.10
S 5.693 -3.183 1.399  -0.11
C 6.280 -2.459 -0.161  -1.33
C 5.212 -2.359 -1.259  -1.44
N 4.118 -1.401 -0.889  1.17
C 4.477 0.007 -0.899  -0.16
O 4.265 0.648 -1.858  -0.42
N 4.970 0.512 0.346  -0.15
C 4.452 1.807 0.665  0.38
O 3.547 1.961 1.381  -0.36
F 5.107 2.776 0.057  -0.23
C 3.151 -1.850 -0.030  -1.51
N 2.719 -1.170 1.005  0.42
P 1.518 -1.667 2.172  0.81
O 1.584 -0.764 3.323  -0.70
N 2.512 -3.050 -0.347  2.14
C 1.380 -2.781 -1.288  -0.76
C 0.049 -3.335 -0.781  -0.88
C -1.175 -2.729 -1.447  0.69
F -0.864 -2.307 -2.706  -0.32
F -2.142 -3.686 -1.530  -0.36
C -1.804 -1.548 -0.663  0.56
F -2.180 -2.023 0.542  -0.36
F -0.821 -0.624 -0.436  -0.32
C -3.045 -0.856 -1.349  0.36
F -4.081 -0.869 -0.488  -0.16
F -3.382 -1.564 -2.443  -0.32
C -2.859 0.620 -1.816  0.65
F -3.942 0.896 -2.569  -0.32
F -1.767 0.694 -2.598  -0.27
C -2.763 1.680 -0.654  0.73
F -1.653 2.430 -0.820  -0.34
F -2.688 1.056 0.538  -0.24
C -3.950 2.688 -0.600  0.56
F -3.961 3.439 -1.695  -0.23
F -5.114 2.050 -0.498  -0.24
F -3.786 3.463 0.462  -0.26
C 3.461 -4.136 -0.737  -2.19
C 2.756 -5.417 -1.194  -1.72
C 2.192 -6.346 -0.087  -0.97
C 1.925 -5.764 1.291  -1.02
I 0.429 -7.341 -0.806  0.09
C 4.580 -3.686 -1.745  3.61
C 5.651 -4.807 -1.766  -1.55
O 5.342 -5.680 -2.842  -0.13
O 6.501 -6.489 -3.071  -0.46
C 3.970 -3.455 -3.145  -1.20
C 4.803 -3.185 -4.380  0.09
O 4.324 -3.013 -5.427  -0.44
Cl 6.582 -3.054 -4.233  -0.17
H 4.591 -2.546 3.756  0.23
H 5.320 -1.003 4.171  0.33
H 6.034 -2.500 4.754  0.31
H 7.417 -2.496 2.897  0.55
H 6.576 -1.111 2.220  0.17
H 6.665 -1.468 0.071  0.87
H 7.137 -3.013 -0.544  0.67
H 5.699 -1.912 -2.129  0.47
H 5.986 0.519 0.381  0.34
H 3.157 -0.287 1.269  0.27
H 0.338 -1.646 1.430  -0.14
H 1.900 -2.993 2.386  -0.02
H 1.303 -1.705 -1.468  0.80
H 1.581 -3.220 -2.259  0.54
H -0.047 -3.274 0.300  0.47
H -0.009 -4.396 -1.032  -0.39
H 3.998 -4.402 0.172  0.50
H 1.981 -5.206 -1.931  0.78
H 3.488 -6.013 -1.738  0.70
H 2.893 -7.171 0.038  0.75
H 1.223 -4.935 1.266  0.06
H 1.520 -6.535 1.944  0.62
H 2.864 -5.423 1.741  0.20
H 5.655 -5.360 -0.820  0.58
H 6.655 -4.416 -1.921  0.60
H 6.855 -6.093 -3.883  0.36
H 3.343 -4.295 -3.441  0.66
H 3.315 -2.579 -3.107  0.31
C -8.582 2.347 4.147  -0.71
O -8.779 1.486 3.044  -0.37
C -7.811 1.611 2.013  -0.90
C -6.991 0.346 1.890  0.14
N -6.136 0.159 3.054  -0.27
C -5.451 -1.126 3.100  -0.11
C -6.295 -2.388 3.229  -0.65
O -6.955 -2.511 4.470  -0.44
C -8.227 -1.895 4.557  -0.55
H -9.438 2.225 4.806  0.25
H -7.670 2.106 4.704  0.30
H -8.530 3.393 3.830  0.35
H -7.161 2.472 2.200  0.41
H -8.341 1.782 1.072  0.37
H -6.361 0.420 0.999  0.04
H -7.691 -0.487 1.735  0.22
H -6.695 0.267 3.890  0.15
H -4.763 -1.102 3.948  0.39
H -4.837 -1.211 2.195  -0.15
H -5.615 -3.244 3.165  0.39
H -7.012 -2.491 2.405  0.37
H -8.740 -1.898 3.591  0.27
H -8.164 -0.864 4.918  0.20
H -8.819 -2.466 5.270  0.28
C -0.211 10.046 -0.486  -0.72
O 0.783 9.071 -0.739  -0.36
C 0.728 7.935 0.111  -0.79
C 0.376 6.693 -0.676  -0.25
N -0.995 6.740 -1.150  -0.24
C -1.361 5.673 -2.075  -0.19
C -0.668 5.627 -3.431  -0.60
O -0.988 6.708 -4.280  -0.45
C -0.191 7.868 -4.134  -0.55
H 0.006 10.897 -1.127  0.24
H -1.217 9.679 -0.713  0.30
H -0.186 10.376 0.557  0.35
H 0.008 8.093 0.919  0.42
H 1.718 7.804 0.558  0.37
H 0.490 5.820 -0.025  0.34
H 1.107 6.603 -1.492  0.22
H -1.157 7.633 -1.598  0.10
H -2.435 5.757 -2.256  0.41
H -1.197 4.717 -1.571  -0.05
H -1.017 4.728 -3.946  0.35
H 0.422 5.534 -3.333  0.36
H 0.829 7.618 -3.828  0.27
H -0.612 8.572 -3.410  0.19
H -0.155 8.363 -5.103  0.29

***

# 4
ORCA calculation (ωB97M-V with the def2-TZVPD basis set) on a structure of composition C35H59AlF15O10.

Computed properties:
- HOMO-LUMO gap (eV) = 6.4
- E (a.u.) = -3861.97173
- strongest force on any atom (eV Å⁻¹) = 0.40
- lowest unoccupied orbital energy (eV) = 1.35
- highest occupied orbital energy (eV) = -5.1
- net charge = -1

Last column: Mulliken charge in e.
Positions of all 120 atoms, in Å:
C 5.579 -3.229 3.569  -1.36
C 4.706 -1.984 3.324  -0.24
C 4.417 -1.772 1.836  -0.81
C 3.793 -0.414 1.437  1.38
C 3.206 0.442 2.575  -0.61
C 2.156 1.442 2.068  -1.07
C 0.729 0.867 1.978  0.13
C -0.348 1.782 2.578  -0.49
C -1.720 1.107 2.727  -0.85
C -2.736 1.504 1.651  0.53
C -4.188 1.120 1.965  -1.02
C -4.869 0.333 0.845  -0.36
C -6.268 -0.169 1.211  -0.65
C -7.053 -0.719 0.004  -0.68
C -7.060 -2.254 -0.054  -0.87
Al -8.060 -3.174 1.452  0.21
H 6.227 -3.407 2.709  0.27
H 4.970 -4.124 3.712  0.40
H 6.213 -3.098 4.448  0.32
H 5.184 -1.100 3.756  0.32
H 3.760 -2.106 3.862  0.37
H 3.768 -2.586 1.495  0.36
H 5.359 -1.901 1.291  0.14
H 3.012 -0.595 0.695  0.17
H 4.561 0.185 0.939  -1.07
H 2.725 -0.201 3.319  0.26
H 4.009 1.002 3.060  0.33
H 2.460 1.787 1.074  0.25
H 2.147 2.320 2.723  0.60
H 0.482 0.732 0.924  -0.60
H 0.681 -0.122 2.445  0.50
H -0.456 2.648 1.912  -0.01
H 0.009 2.147 3.548  0.53
H -1.588 0.020 2.718  0.39
H -2.157 1.361 3.700  0.36
H -2.456 1.053 0.695  -0.25
H -2.653 2.589 1.511  0.07
H -4.213 0.500 2.870  0.31
H -4.782 2.013 2.186  0.31
H -4.955 0.971 -0.045  0.31
H -4.231 -0.525 0.595  0.27
H -6.811 0.663 1.677  0.35
H -6.174 -0.965 1.955  0.24
H -6.624 -0.284 -0.912  0.31
H -8.088 -0.362 0.064  0.36
H -7.487 -2.590 -1.011  0.35
H -6.014 -2.605 -0.068  0.29
H -7.283 -3.109 2.880  -0.28
H -8.363 -4.725 0.995  -0.28
H -9.524 -2.429 1.575  -0.26
C 7.490 2.682 -0.804  -1.27
C 6.973 1.262 -0.831  0.22
O 7.775 0.394 0.009  -0.21
C 7.479 0.427 1.299  0.29
O 6.637 1.082 1.833  -0.49
C 8.336 -0.594 2.078  0.85
F 9.630 -0.505 1.768  -0.26
F 7.919 -1.826 1.779  -0.25
F 8.201 -0.401 3.376  -0.26
H 8.540 2.713 -1.097  0.28
H 6.918 3.291 -1.503  0.42
H 7.392 3.116 0.190  0.34
H 7.057 0.829 -1.826  0.38
H 5.934 1.202 -0.510  -0.11
C -2.117 0.352 -3.193  -1.07
C -1.130 -0.428 -2.359  0.02
O 0.241 -0.047 -2.659  -0.32
C 0.677 1.053 -2.087  0.14
O 0.078 1.805 -1.377  -0.25
C 2.177 1.243 -2.396  0.85
F 2.449 1.033 -3.679  -0.29
F 2.894 0.381 -1.667  -0.23
F 2.560 2.475 -2.083  -0.23
H -1.902 0.230 -4.255  0.33
H -3.125 -0.013 -2.996  0.42
H -2.086 1.414 -2.950  0.19
H -1.166 -1.490 -2.584  0.36
H -1.303 -0.291 -1.294  0.06
C -1.025 4.670 -2.511  -0.96
C -0.163 5.152 -1.368  0.23
O -0.546 6.481 -0.940  -0.36
C -1.585 6.550 -0.128  0.33
O -2.243 5.652 0.300  -0.51
C -1.836 8.026 0.258  0.90
F -1.785 8.825 -0.807  -0.26
F -0.902 8.431 1.123  -0.27
F -3.021 8.163 0.827  -0.24
H -0.998 5.374 -3.344  0.41
H -0.653 3.707 -2.853  0.14
H -2.061 4.546 -2.196  0.28
H 0.876 5.255 -1.671  0.32
H -0.211 4.471 -0.519  -0.03
C 10.632 -0.404 -1.561  -0.85
C 9.841 -1.147 -2.610  -0.23
O 9.828 -0.429 -3.867  -0.32
C 10.891 -0.579 -4.634  0.30
O 11.857 -1.248 -4.424  -0.51
C 10.706 0.233 -5.937  0.94
F 10.250 1.458 -5.686  -0.25
F 9.827 -0.385 -6.729  -0.25
F 11.854 0.336 -6.584  -0.24
H 10.244 0.607 -1.440  0.16
H 10.546 -0.921 -0.607  0.22
H 11.686 -0.341 -1.828  0.44
H 8.792 -1.222 -2.331  0.25
H 10.229 -2.151 -2.778  0.36
C -11.425 -4.190 -0.445  -0.86
C -11.538 -5.211 0.658  -0.13
O -12.936 -5.590 0.856  -0.32
C -13.431 -6.484 0.039  0.35
O -12.894 -7.069 -0.856  -0.52
C -14.907 -6.759 0.418  0.89
F -15.587 -5.634 0.634  -0.25
F -14.963 -7.496 1.534  -0.26
F -15.522 -7.433 -0.547  -0.25
H -12.055 -3.326 -0.230  0.28
H -10.394 -3.851 -0.514  0.05
H -11.730 -4.604 -1.408  0.36
H -11.220 -4.789 1.607  0.20
H -10.945 -6.100 0.458  0.31

***

Question: Which formula does entry 2 have?
Answer: C35H58BiOP2